(1)
{"formula": "C35H43Cl2N2O4ReSSi", "method": "ωB97M-V/def2-TZVPD", "elements": ["Re", "C", "N", "C", "C", "O", "C", "O", "C", "C", "O", "N", "C", "C", "H", "H", "H", "H", "H", "H", "H", "H", "H", "H", "H", "H", "H", "H", "H", "H", "C", "C", "C", "C", "C", "C", "C", "S", "C", "O", "H", "H", "H", "H", "H", "H", "H", "H", "H", "H", "C", "C", "C", "C", "C", "C", "Si", "C", "C", "C", "C", "C", "C", "C", "C", "C", "C", "C", "C", "H", "H", "H", "H", "H", "H", "H", "H", "H", "H", "H", "H", "H", "H", "H", "Cl", "C", "Cl", "H", "H"], "xyz": [[-0.024, 0.026, -0.303], [-1.229, -4.962, 1.074], [-1.340, -3.891, 0.060], [-2.236, -4.136, -1.095], [-0.673, -2.791, 0.174], [-0.745, -1.854, -0.700], [0.195, -2.552, 1.375], [1.031, -1.394, 1.088], [2.406, -1.732, 0.739], [2.777, -1.200, -0.630], [1.914, -0.530, -1.267], [3.974, -1.468, -1.078], [4.384, -1.072, -2.444], [4.963, -2.222, -0.277], [-1.952, -5.731, 0.830], [-1.456, -4.579, 2.068], [-0.238, -5.416, 1.064], [-3.252, -4.280, -0.729], [-1.911, -5.039, -1.607], [-2.214, -3.297, -1.776], [0.815, -3.408, 1.620], [-0.433, -2.313, 2.231], [2.528, -2.810, 0.750], [3.051, -1.308, 1.503], [3.543, -0.656, -2.981], [4.752, -1.953, -2.966], [5.185, -0.336, -2.386], [4.996, -1.873, 0.754], [5.944, -2.060, -0.711], [4.758, -3.294, -0.296], [-1.664, 4.576, 5.771], [-0.784, 3.925, 4.740], [-0.692, 4.446, 3.441], [0.099, 3.845, 2.485], [0.817, 2.703, 2.839], [0.757, 2.163, 4.122], [-0.040, 2.787, 5.065], [1.736, 1.839, 1.646], [2.899, 3.045, 1.076], [0.774, 1.734, 0.379], [-2.310, 5.331, 5.329], [-1.054, 5.063, 6.536], [-2.280, 3.835, 6.280], [-1.249, 5.342, 3.185], [0.156, 4.263, 1.485], [1.344, 1.288, 4.388], [-0.087, 2.387, 6.073], [2.360, 3.929, 0.739], [3.476, 2.603, 0.263], [3.545, 3.281, 1.925], [-3.831, 4.721, 1.482], [-3.551, 4.365, 0.166], [-3.023, 3.112, -0.110], [-2.758, 2.197, 0.919], [-3.035, 2.575, 2.236], [-3.580, 3.825, 2.512], [-2.364, 0.452, 0.467], [-3.621, -0.088, -0.787], [-4.957, 0.140, -0.428], [-5.999, -0.238, -1.264], [-5.725, -0.841, -2.487], [-4.409, -1.074, -2.866], [-3.369, -0.703, -2.020], [-2.358, -0.666, 1.959], [-3.199, -1.789, 2.003], [-3.319, -2.537, 3.173], [-2.587, -2.189, 4.305], [-1.725, -1.096, 4.271], [-1.612, -0.343, 3.107], [-4.258, 5.692, 1.700], [-3.773, 5.053, -0.643], [-2.857, 2.828, -1.150], [-2.861, 1.886, 3.055], [-3.832, 4.092, 3.533], [-5.193, 0.623, 0.519], [-7.024, -0.054, -0.965], [-6.537, -1.123, -3.147], [-4.192, -1.540, -3.823], [-2.353, -0.918, -2.343], [-3.786, -2.060, 1.129], [-4.002, -3.380, 3.208], [-2.696, -2.763, 5.219], [-1.155, -0.825, 5.155], [-0.945, 0.521, 3.098], [1.672, 3.214, -2.367], [-0.032, 3.063, -2.102], [-0.614, 1.317, -2.191], [-0.574, 3.524, -2.916], [-0.322, 3.432, -1.129]], "orbital_gap_ev": [7.3, 6.1], "charge": 3, "s_squared": 3.769, "spin_multiplicity": 4, "relative_energy_kcal_mol": 6.3, "total_energy_ha": -3455.3966}



(2)
{"formula": "C35H43Cl5F5N4O3V", "method": "ωB97M-V/def2-TZVPD", "elements": ["V", "C", "C", "C", "C", "C", "C", "C", "C", "C", "C", "C", "C", "C", "C", "C", "C", "C", "H", "H", "H", "H", "H", "H", "H", "H", "H", "H", "H", "H", "H", "H", "H", "H", "H", "H", "H", "H", "H", "H", "H", "H", "H", "H", "H", "H", "H", "N", "C", "C", "C", "C", "N", "C", "N", "N", "C", "O", "O", "H", "H", "H", "H", "H", "H", "H", "H", "H", "H", "H", "H", "H", "H", "Cl", "C", "C", "C", "Cl", "C", "Cl", "C", "Cl", "C", "Cl", "F", "C", "C", "F", "C", "F", "C", "O", "C", "F", "C", "F"], "xyz": [[0.637, 0.742, -0.463], [2.137, -2.093, 1.525], [1.107, -1.695, 2.421], [1.063, -0.279, 2.401], [2.011, 0.147, 1.396], [2.725, -0.989, 0.928], [3.987, -1.016, 0.076], [4.751, 0.305, 0.203], [4.913, -2.136, 0.575], [3.683, -1.282, -1.405], [0.443, 0.737, 3.382], [0.849, 0.388, 4.823], [0.993, 2.148, 3.128], [-1.087, 0.883, 3.290], [0.379, -2.796, 3.206], [1.265, -3.274, 4.370], [0.138, -4.005, 2.281], [-1.000, -2.442, 3.767], [2.417, -3.119, 1.328], [2.464, 1.131, 1.420], [5.017, 0.493, 1.246], [4.157, 1.143, -0.158], [5.673, 0.261, -0.386], [5.093, -2.039, 1.647], [5.874, -2.088, 0.052], [4.482, -3.121, 0.393], [3.005, -0.528, -1.809], [3.220, -2.264, -1.527], [4.605, -1.258, -1.996], [1.931, 0.256, 4.877], [0.389, -0.527, 5.188], [0.563, 1.197, 5.504], [2.076, 2.185, 3.257], [0.543, 2.841, 3.844], [0.754, 2.505, 2.126], [-1.613, -0.055, 3.446], [-1.360, 1.275, 2.312], [-1.444, 1.593, 4.044], [2.251, -3.552, 3.994], [0.822, -4.144, 4.869], [1.403, -2.486, 5.112], [1.069, -4.491, 1.991], [-0.376, -3.694, 1.369], [-0.478, -4.750, 2.794], [-0.978, -1.641, 4.499], [-1.420, -3.323, 4.262], [-1.687, -2.154, 2.967], [-2.127, -1.269, 0.256], [-3.035, -0.293, -0.301], [-4.475, -0.292, 0.285], [-5.541, -0.789, -0.707], [-6.124, 0.276, -1.656], [-5.168, 1.252, -2.163], [-4.518, 1.186, -3.315], [-4.726, 0.181, -4.203], [-3.683, 2.176, -3.645], [-2.369, 1.086, -0.312], [-3.035, 2.078, -0.674], [-1.147, 1.099, -0.039], [-2.564, -2.160, 0.441], [-1.617, -0.947, 1.071], [-3.129, -0.542, -1.370], [-4.748, 0.696, 0.666], [-4.460, -0.969, 1.140], [-6.392, -1.194, -0.153], [-5.118, -1.621, -1.281], [-6.868, 0.856, -1.107], [-6.653, -0.183, -2.492], [-4.667, 1.839, -1.443], [-5.070, -0.692, -3.843], [-4.074, 0.096, -4.966], [-3.379, 2.801, -2.902], [-3.016, 2.047, -4.393], [0.377, -2.687, -1.271], [-0.016, -1.572, -2.539], [0.051, -0.201, -2.257], [-0.250, 0.598, -3.364], [-0.310, 2.338, -3.141], [-0.563, 0.118, -4.637], [-0.896, 1.200, -5.961], [-0.658, -1.253, -4.843], [-1.132, -1.881, -6.386], [-0.385, -2.106, -3.777], [-0.530, -3.818, -4.015], [3.657, 6.675, -2.624], [3.273, 5.424, -2.288], [3.798, 4.324, -2.942], [4.689, 4.508, -3.936], [3.415, 3.044, -2.589], [3.939, 2.008, -3.273], [2.487, 2.786, -1.566], [2.120, 1.585, -1.249], [1.971, 3.933, -0.936], [1.044, 3.780, 0.039], [2.350, 5.216, -1.279], [1.823, 6.271, -0.630]], "orbital_gap_ev": [4.7, 5.3], "charge": -1, "s_squared": 3.759, "spin_multiplicity": 4, "relative_energy_kcal_mol": 26.0, "total_energy_ha": -5548.6155}



(3)
{"formula": "C35H43ClEuN2Si2", "method": "ωB97M-V/def2-TZVPD", "elements": ["C", "C", "C", "H", "C", "C", "H", "H", "H", "H", "Eu", "Si", "C", "C", "H", "C", "H", "C", "H", "C", "H", "C", "H", "C", "C", "H", "C", "H", "C", "H", "C", "H", "C", "H", "H", "Si", "C", "C", "H", "C", "H", "C", "H", "C", "H", "C", "H", "C", "C", "H", "C", "H", "C", "H", "C", "H", "C", "H", "H", "Cl", "C", "N", "C", "C", "C", "N", "C", "C", "H", "H", "H", "H", "H", "H", "H", "H", "H", "H", "H", "H", "H", "H", "H", "H"], "xyz": [[0.532, 0.509, -1.679], [0.497, -0.910, -1.580], [-0.873, -1.313, -1.606], [1.366, -1.570, -1.559], [-1.683, -0.145, -1.679], [-0.822, 0.987, -1.724], [-1.140, 2.028, -1.810], [1.437, 1.107, -1.778], [-1.249, -2.338, -1.630], [-2.773, -0.134, -1.713], [-0.504, 0.035, 0.785], [-1.762, -3.160, 1.888], [-0.298, -4.228, 1.570], [0.312, -5.057, 2.535], [-0.072, -5.077, 3.558], [1.379, -5.888, 2.186], [1.770, -6.606, 2.911], [1.957, -5.790, 0.915], [2.830, -6.396, 0.659], [1.425, -4.898, -0.020], [1.900, -4.754, -0.993], [0.283, -4.165, 0.289], [-0.150, -3.504, -0.470], [-3.092, -3.253, 0.625], [-3.210, -4.319, -0.283], [-2.582, -5.205, -0.161], [-4.117, -4.229, -1.345], [-4.176, -5.047, -2.069], [-4.919, -3.095, -1.509], [-5.590, -3.009, -2.368], [-4.831, -2.049, -0.581], [-5.451, -1.158, -0.712], [-3.943, -2.138, 0.490], [-3.887, -1.327, 1.222], [-1.346, -1.733, 2.085], [-3.288, -5.673, 3.861], [-4.812, -5.868, 2.842], [-5.184, -7.162, 2.414], [-4.549, -8.020, 2.654], [-6.365, -7.367, 1.697], [-6.633, -8.373, 1.367], [-7.206, -6.286, 1.414], [-8.132, -6.450, 0.861], [-6.859, -5.003, 1.853], [-7.521, -4.160, 1.643], [-5.679, -4.794, 2.570], [-5.432, -3.792, 2.924], [-2.167, -7.105, 3.495], [-1.702, -7.446, 2.214], [-1.888, -6.776, 1.372], [-0.971, -8.620, 2.006], [-0.567, -8.835, 1.013], [-0.760, -9.513, 3.061], [-0.221, -10.444, 2.885], [-1.228, -9.194, 4.341], [-1.071, -9.895, 5.164], [-1.886, -7.982, 4.566], [-2.225, -7.710, 5.567], [-3.655, -5.651, 5.293], [-2.516, -3.542, 3.887], [-0.717, 2.904, 1.590], [0.577, 2.350, 1.166], [1.149, 3.137, 0.063], [1.560, 2.254, 2.291], [2.401, 0.977, 2.186], [1.539, -0.231, 2.212], [2.256, -1.418, 1.732], [0.947, -0.444, 3.544], [-1.420, 2.887, 0.740], [-0.622, 3.947, 1.946], [-1.140, 2.294, 2.412], [1.497, 4.112, 0.445], [2.006, 2.597, -0.363], [0.395, 3.299, -0.716], [2.233, 3.125, 2.219], [1.029, 2.303, 3.251], [2.986, 0.977, 1.255], [3.098, 0.930, 3.042], [3.094, -1.656, 2.411], [1.576, -2.285, 1.694], [2.650, -1.223, 0.720], [0.371, 0.443, 3.853], [1.739, -0.626, 4.293], [0.280, -1.320, 3.519]], "orbital_gap_ev": [3.7, 4.9], "s_squared": 15.821, "spin_multiplicity": 8, "relative_energy_kcal_mol": 188.1, "total_energy_ha": -3218.0503}



(4)
{"formula": "C35H43ClP2PtSi2", "method": "ωB97M-V/def2-TZVPD", "elements": ["C", "C", "C", "H", "C", "C", "H", "H", "H", "H", "Pt", "Si", "C", "C", "H", "C", "H", "C", "H", "C", "H", "C", "H", "C", "C", "H", "C", "H", "C", "H", "C", "H", "C", "H", "H", "Si", "C", "C", "H", "C", "H", "C", "H", "C", "H", "C", "H", "C", "C", "H", "C", "H", "C", "H", "C", "H", "C", "H", "H", "Cl", "C", "P", "C", "C", "C", "P", "C", "C", "H", "H", "H", "H", "H", "H", "H", "H", "H", "H", "H", "H", "H", "H", "H", "H"], "xyz": [[-3.637, -3.981, 1.866], [-2.376, -3.773, 2.461], [-2.176, -2.351, 2.660], [-1.683, -4.542, 2.798], [-3.447, -1.696, 2.323], [-4.285, -2.710, 1.697], [-5.291, -2.540, 1.323], [-4.109, -4.944, 1.675], [-1.348, -1.843, 3.143], [-3.713, -0.678, 2.610], [-2.353, -1.944, 0.466], [2.994, 4.283, -2.070], [4.632, 3.651, -1.486], [5.834, 4.130, -2.043], [5.803, 4.885, -2.834], [7.066, 3.651, -1.576], [8.000, 4.032, -2.001], [7.112, 2.688, -0.558], [8.077, 2.317, -0.193], [5.917, 2.207, -0.003], [5.948, 1.472, 0.806], [4.681, 2.675, -0.474], [3.754, 2.284, -0.043], [2.330, 5.505, -0.848], [3.000, 5.839, 0.345], [3.994, 5.432, 0.558], [2.389, 6.683, 1.287], [2.898, 6.906, 2.229], [1.124, 7.230, 1.034], [0.637, 7.869, 1.779], [0.482, 6.949, -0.180], [-0.497, 7.389, -0.388], [1.079, 6.097, -1.116], [0.571, 5.874, -2.058], [2.052, 3.162, -2.238], [-0.502, -0.554, 0.461], [-1.054, 0.912, 1.535], [-0.343, 1.320, 2.671], [0.630, 0.868, 2.890], [-0.873, 2.325, 3.497], [-0.303, 2.667, 4.362], [-2.106, 2.920, 3.204], [-2.504, 3.721, 3.834], [-2.813, 2.506, 2.070], [-3.782, 2.950, 1.836], [-2.260, 1.548, 1.211], [-2.775, 1.284, 0.282], [1.180, -1.161, 1.060], [1.188, -2.167, 2.033], [0.267, -2.716, 2.250], [2.367, -2.461, 2.733], [2.327, -3.169, 3.565], [3.568, -1.834, 2.382], [4.478, -2.026, 2.961], [3.592, -0.955, 1.288], [4.531, -0.493, 0.975], [2.406, -0.638, 0.608], [2.423, 0.018, -0.267], [3.196, 4.954, -3.371], [-0.117, 0.179, -1.453], [-3.830, -0.491, -2.296], [-3.207, -2.030, -1.603], [-4.550, -3.232, -1.699], [-2.055, -2.889, -2.742], [-1.093, -3.938, -2.129], [-1.365, -5.768, -1.778], [-1.932, -6.178, -3.475], [-2.963, -6.181, -0.958], [-4.628, -0.076, -1.664], [-4.255, -0.708, -3.288], [-3.047, 0.272, -2.389], [-4.754, -3.500, -2.742], [-4.196, -4.119, -1.176], [-5.433, -2.856, -1.179], [-2.628, -3.248, -3.610], [-1.422, -2.053, -3.064], [-0.234, -3.964, -2.822], [-0.707, -3.547, -1.171], [-2.422, -7.157, -3.481], [-2.616, -5.408, -3.853], [-1.000, -6.207, -4.053], [-2.909, -6.017, 0.125], [-3.832, -5.662, -1.356], [-3.108, -7.248, -1.167]], "orbital_gap_ev": [5.3, 6.5], "s_squared": 2.017, "spin_multiplicity": 3, "relative_energy_kcal_mol": 0.0, "total_energy_ha": -3200.6563}



(5)
{"formula": "C35H43F6GeOPPdS", "method": "ωB97M-V/def2-TZVPD", "elements": ["Pd", "C", "C", "C", "C", "C", "C", "C", "C", "C", "C", "H", "H", "H", "H", "H", "H", "H", "H", "H", "H", "H", "H", "H", "H", "C", "Ge", "C", "C", "C", "C", "C", "C", "C", "C", "C", "C", "C", "C", "C", "C", "C", "C", "C", "C", "H", "H", "H", "H", "H", "H", "H", "H", "H", "H", "H", "H", "H", "H", "H", "F", "P", "F", "F", "F", "F", "F", "C", "C", "C", "S", "O", "C", "C", "C", "H", "H", "H", "H", "H", "H", "H", "H", "H", "H", "H", "H", "H", "H"], "xyz": [[0.077, -0.395, 0.012], [-2.085, -2.899, 3.988], [-2.500, -1.787, 3.018], [-4.013, -1.589, 3.062], [-1.970, -2.061, 1.621], [-0.629, -2.422, 1.444], [-0.117, -2.750, 0.174], [-0.952, -2.707, -0.968], [-0.436, -3.170, -2.292], [-2.268, -2.276, -0.789], [-2.766, -1.985, 0.476], [-2.521, -2.719, 4.969], [-1.006, -2.961, 4.122], [-2.438, -3.869, 3.636], [-2.031, -0.854, 3.354], [-4.542, -2.467, 2.684], [-4.345, -0.725, 2.485], [-4.333, -1.431, 4.090], [0.026, -2.514, 2.301], [0.880, -3.166, 0.097], [0.340, -2.496, -2.675], [-1.225, -3.203, -3.040], [0.010, -4.161, -2.205], [-2.922, -2.214, -1.650], [-3.806, -1.702, 0.566], [0.933, -0.406, -1.491], [3.025, -0.260, -1.349], [3.301, 1.296, -0.191], [4.512, 1.408, 0.375], [5.075, 2.517, 1.136], [4.607, 3.740, 1.412], [3.243, 4.331, 1.188], [2.188, 2.217, 0.005], [3.508, -1.858, -0.350], [3.226, -1.853, 1.020], [3.479, -2.967, 1.804], [4.016, -4.110, 1.227], [4.305, -4.129, -0.128], [4.048, -3.012, -0.911], [3.795, 0.083, -3.075], [4.749, -0.732, -3.680], [5.291, -0.375, -4.904], [4.879, 0.791, -5.533], [3.931, 1.608, -4.935], [3.388, 1.256, -3.711], [5.206, 0.586, 0.217], [6.089, 2.332, 1.476], [5.318, 4.402, 1.894], [3.272, 5.408, 1.361], [1.908, 2.340, 1.046], [2.836, -0.955, 1.497], [3.271, -2.938, 2.866], [4.214, -4.983, 1.836], [4.736, -5.014, -0.578], [4.261, -3.067, -1.972], [5.101, -1.637, -3.201], [6.041, -1.004, -5.365], [5.301, 1.065, -6.490], [3.624, 2.528, -5.413], [2.666, 1.923, -3.250], [1.043, 1.679, -0.690], [2.449, 4.131, -0.532], [3.910, 3.810, -1.181], [0.951, 4.360, 0.145], [1.755, 3.787, -1.959], [2.584, 5.688, -0.873], [2.434, 3.807, 2.234], [0.224, 4.648, 4.187], [-0.143, 3.352, 3.475], [-0.616, 3.655, 2.062], [-1.050, 2.206, 1.092], [-0.121, 1.071, 1.614], [-2.674, 1.804, 1.761], [-3.810, 2.576, 1.099], [-3.840, 2.481, -0.422], [0.574, 4.445, 5.198], [-0.630, 5.323, 4.258], [1.020, 5.167, 3.654], [-0.913, 2.817, 4.038], [0.724, 2.694, 3.422], [0.164, 4.154, 1.487], [-1.508, 4.287, 2.040], [-2.636, 1.957, 2.841], [-2.775, 0.734, 1.568], [-3.783, 3.621, 1.417], [-4.734, 2.163, 1.510], [-3.040, 3.052, -0.893], [-4.783, 2.860, -0.812], [-3.738, 1.443, -0.752]], "orbital_gap_ev": [5.3, 4.4], "charge": 1, "s_squared": 0.763, "spin_multiplicity": 2, "relative_energy_kcal_mol": 226.0, "total_energy_ha": -4977.8839}